Below is C40H59FeN2O2Se as an isolated structure, with properties calculated with ωB97M-V/def2-TZVPD.

Structure (XYZ):
```
105
Properties=species:S:1:pos:R:3
Se -0.50292 0.11779 0.77687
Fe 1.85408 1.23649 0.35293
O 2.03982 -0.23991 -0.86159
O 0.76397 2.80854 0.59746
N 0.69574 -5.61717 2.85444
N 2.42792 -5.99391 4.84429
C 4.07435 3.89781 0.79713
C -4.83361 3.29537 0.40575
C 0.60847 -4.46315 3.82998
C -1.28785 1.81557 0.39960
C -5.25338 4.71649 0.84216
C -0.50315 2.97580 0.51994
C -5.29856 2.93102 -0.99046
C 4.21786 2.71665 0.13578
C 2.79149 -2.32048 -4.39108
C 1.22437 -1.10911 -2.97744
C 3.22015 -5.85633 3.55090
C 1.04555 -0.68635 -1.61047
C 2.17020 0.14542 -4.90843
C 2.16389 -5.74600 2.37761
C 2.47628 -0.91743 -3.79556
C -1.92961 -4.23796 -3.39623
C 3.70916 -0.31082 -3.08578
C -2.25401 -2.44051 -5.14737
C 3.61931 1.41500 2.10435
C 0.88831 5.77867 -0.13814
C -0.25498 5.52819 0.91916
C -0.24660 -0.71859 -0.97344
C 0.35677 5.43909 2.32292
C -1.11592 4.30155 0.59795
C 3.44093 2.63785 2.78463
C -3.59997 -2.37850 -2.97902
C 0.38159 -6.86186 3.59682
C 0.05222 -1.66832 -3.53484
C -5.32642 2.35688 1.48076
C 3.57887 3.85345 2.11068
C -2.20660 -2.70279 -3.60915
C -2.64095 1.93767 0.31519
C -1.09877 6.81117 0.75965
C 1.43013 -7.17473 4.73805
C -2.51634 4.29720 0.60561
C 1.58924 -4.68840 5.02253
C -1.28142 -1.40698 -1.57059
C -3.29113 3.17856 0.40440
C 4.12922 1.45868 0.77820
C -1.14490 -1.91509 -2.87012
H 4.41262 0.55114 0.25296
H -4.78149 5.50996 0.21178
H -2.15726 -1.37746 -5.36892
H -4.82793 1.37130 1.30593
H -4.74540 2.09556 -1.43284
H 3.79464 -6.75825 3.47393
H -2.21776 -1.44169 -1.00489
H -4.97378 2.74972 2.48573
H 1.00711 -4.88298 5.93059
H 2.24209 -4.82676 1.76425
H 2.05445 -8.05229 4.53835
H 0.85886 -3.52564 3.27211
H -3.28924 1.04971 0.26973
H 0.71710 4.44504 2.49093
H 3.94864 -5.02416 3.61962
H 3.37411 4.79518 2.70496
H 3.15330 0.52303 -5.34273
H 0.07496 -2.06707 -4.61471
H 0.32845 -7.79510 2.93170
H -1.45621 -2.92280 -5.66679
H 1.18832 6.16010 2.35273
H -2.77965 -4.83744 -3.82323
H -0.99236 -4.50456 -3.87976
H -4.37119 -2.83042 -3.62907
H 1.50533 -0.18607 -5.72625
H -0.59104 -6.69581 4.06914
H -5.23611 3.82770 -1.70821
H -1.75674 -4.39736 -2.30114
H 3.10746 2.60271 3.80628
H 3.05113 -6.24405 5.64365
H -3.73923 -1.23773 -2.91998
H -1.88809 6.82428 1.44978
H 2.27959 -3.84490 5.17768
H -0.51440 7.70993 0.89971
H 1.24834 6.75624 0.17405
H 4.25184 4.87030 0.22913
H 0.56605 5.89899 -1.17850
H 1.68768 4.99591 -0.12933
H 3.50972 0.62459 -2.52412
H 1.77161 1.02894 -4.39616
H -3.25154 -2.80101 -5.63617
H -4.86851 4.82788 1.87177
H 4.43178 2.75765 -0.92861
H -0.47561 -4.36028 4.13594
H -1.48791 6.86007 -0.28577
H -6.33124 5.01080 0.91621
H -6.39914 2.60908 -0.93621
H 2.16186 -6.66079 1.72122
H -3.04211 5.27636 0.68848
H 3.44220 0.46656 2.60254
H -3.66602 -2.74290 -1.94150
H 0.90303 -7.29451 5.70149
H 4.53235 -0.15548 -3.78041
H 2.06565 -2.44168 -5.23610
H 3.76355 -2.31954 -4.89964
H -0.30578 5.70287 3.12222
H -6.40585 2.30170 1.48833
H 2.68463 -3.16671 -3.69338
H 4.07035 -1.00440 -2.30447
```

Values from the calculation:
HOMO-LUMO gap (alpha / beta): 5.535 / 5.599 eV
HOMO level (alpha / beta): -8.659 / -8.722 eV
net charge: +1
2S+1: 5
LUMO (alpha / beta): -0.1148 / -0.1148 Eh
strongest force on any atom: 3.085 eV Å⁻¹

Here are the Mulliken charges for atoms 1 to 99, given in e: number 1, Se, carries -0.10; number 2, Fe, carries 0.45; number 3, O, carries -1.33; number 4, O, carries -0.38; number 5, N, carries -0.23; number 6, N, carries -0.21; number 7, C, carries -0.62; number 8, C, carries 1.73; number 9, C, carries -0.34; number 10, C, carries -0.72; number 11, C, carries -1.84; number 12, C, carries 1.41; number 13, C, carries -1.38; number 14, C, carries -0.11; number 15, C, carries -1.65; number 16, C, carries -0.50; number 17, C, carries -0.61; number 18, C, carries 1.70; number 19, C, carries -1.60; number 20, C, carries -0.38; number 21, C, carries 1.88; number 22, C, carries -1.45; number 23, C, carries -1.95; number 24, C, carries -1.69; number 25, C, carries -0.40; number 26, C, carries -1.42; number 27, C, carries 2.21; number 28, C, carries -0.24; number 29, C, carries -1.52; number 30, C, carries -1.07; number 31, C, carries -0.45; number 32, C, carries -1.59; number 33, C, carries -0.51; number 34, C, carries 0.24; number 35, C, carries -1.33; number 36, C, carries -0.18; number 37, C, carries 1.72; number 38, C, carries -0.08; number 39, C, carries -2.18; number 40, C, carries -0.52; number 41, C, carries 0.78; number 42, C, carries -0.47; number 43, C, carries -0.11; number 44, C, carries -0.71; number 45, C, carries -0.54; number 46, C, carries -0.37; number 47, H, carries 0.58; number 48, H, carries 0.43; number 49, H, carries 0.40; number 50, H, carries 0.31; number 51, H, carries 0.22; number 52, H, carries 0.36; number 53, H, carries 0.28; number 54, H, carries 0.32; number 55, H, carries 0.30; number 56, H, carries 0.31; number 57, H, carries 0.36; number 58, H, carries 0.12; number 59, H, carries 0.17; number 60, H, carries 0.21; number 61, H, carries 0.36; number 62, H, carries 0.37; number 63, H, carries 0.41; number 64, H, carries -0.22; number 65, H, carries 0.32; number 66, H, carries 0.40; number 67, H, carries 0.36; number 68, H, carries 0.39; number 69, H, carries 0.33; number 70, H, carries 0.46; number 71, H, carries 0.32; number 72, H, carries 0.31; number 73, H, carries 0.29; number 74, H, carries 0.31; number 75, H, carries 0.40; number 76, H, carries 0.35; number 77, H, carries 0.28; number 78, H, carries 0.45; number 79, H, carries 0.41; number 80, H, carries 0.47; number 81, H, carries 0.56; number 82, H, carries 0.34; number 83, H, carries 0.36; number 84, H, carries -0.09; number 85, H, carries 0.27; number 86, H, carries 0.36; number 87, H, carries 0.35; number 88, H, carries 0.44; number 89, H, carries 0.41; number 90, H, carries 0.38; number 91, H, carries 0.40; number 92, H, carries 0.32; number 93, H, carries 0.37; number 94, H, carries 0.34; number 95, H, carries -0.18; number 96, H, carries 0.43; number 97, H, carries 0.27; number 98, H, carries 0.36; number 99, H, carries 0.57


Below is a 2-piece molecular cluster, C10H13O2 overall, with properties calculated with ωB97M-V/def2-TZVPD.

Structure (XYZ):
```
25
Properties=species:S:1:pos:R:3
O -3.30602 1.70046 -2.52096
O -2.56838 1.96201 -0.46350
C -2.35853 1.81749 -1.71793
C 0.29783 -2.39132 2.16081
C 0.62188 -3.22818 1.09591
C -0.83555 1.78269 -2.08146
C 0.00007 2.27303 -0.88670
C 1.99547 -1.51555 0.19794
C 2.30997 0.73778 1.15580
C 0.89184 -1.11867 2.24121
C 1.63023 -0.61250 1.16706
C 1.46106 -2.78820 0.08277
H -0.71798 2.41824 -2.98671
H 3.37540 0.71479 0.93218
H 0.16202 -4.20681 0.99451
H 1.68272 1.22053 0.37054
H 2.19906 1.37764 2.03500
H 1.03811 2.08959 -1.22669
H 2.86547 -1.37739 -0.43410
H -0.62740 0.72721 -2.31664
H -0.05899 3.34625 -0.70879
H -0.33164 1.75835 0.00014
H -0.39283 -2.67598 2.94728
H 0.69568 -0.50477 3.10959
H 1.72602 -3.49285 -0.68202
```

Values from the calculation:
HOMO-LUMO gap: 6.602 eV
HOMO level: -3.482 eV
energy above the lowest of the compared OMol25 structures with the same formula, charge and spin: 104.1 kJ/mol
net charge: -1
LUMO: 0.1146 Eh
strongest force on any atom: 2.906 eV Å⁻¹

Quick look at the natural (NBO) charges, all values in e: number 1, O, carries -0.78; number 2, O, carries -0.82; number 3, C, carries 0.75; number 4, C, carries -0.21; number 5, C, carries -0.23; number 6, C, carries -0.52; number 7, C, carries -0.61; number 8, C, carries -0.21; number 9, C, carries -0.66; number 10, C, carries -0.19; number 11, C, carries -0.01; number 12, C, carries -0.21; number 13, H, carries 0.19; number 14, H, carries 0.21; number 15, H, carries 0.20; number 16, H, carries 0.27; number 17, H, carries 0.21; number 18, H, carries 0.16; number 19, H, carries 0.20; number 20, H, carries 0.20; number 21, H, carries 0.20; number 22, H, carries 0.24; number 23, H, carries 0.21; number 24, H, carries 0.20; number 25, H, carries 0.20